Molecular formula: C27H25AuF3N3S4
Method: DFT, ωB97M-V/def2-TZVPD

Geometry as XYZ:
```
63
Properties=species:S:1:pos:R:3:forces:R:3:mulliken_spin:R:1
Au -0.9486 2.3027 0.1302 -0.1 0.0 0.3 -0.003
C -0.9762 6.1776 -1.2234 -0.7 0.2 0.1 0.001
C -0.2301 6.1266 0.0955 0.2 -0.5 -0.1 0.000
S -0.2051 4.5428 1.0361 -0.2 -0.1 0.1 0.000
C -1.4175 4.8563 2.3672 0.1 -0.1 -0.3 -0.001
C -2.8496 5.0198 1.9078 -0.3 -0.2 -0.1 0.000
S -3.4868 3.5380 1.0364 0.0 0.2 0.0 0.000
C -4.4115 4.3266 -0.3220 0.5 -0.2 0.0 0.000
C -3.5440 4.8554 -1.4552 -0.1 0.4 0.0 0.000
S -2.7777 6.4822 -1.0959 0.3 -0.2 -0.3 0.000
H -0.8128 5.2912 -1.8320 0.1 0.0 -0.1 -0.001
H -0.6060 7.0477 -1.7691 0.1 -0.1 -0.1 0.000
H -0.6010 6.8762 0.7920 0.0 0.0 0.0 0.000
H 0.8259 6.3243 -0.0947 0.0 0.0 0.1 0.000
H -1.0853 5.7590 2.8829 0.0 -0.1 0.0 0.000
H -1.3092 4.0111 3.0464 0.1 0.0 0.1 0.002
H -2.9534 5.8654 1.2235 0.0 -0.2 0.2 0.000
H -3.4946 5.1835 2.7736 0.1 0.0 0.0 0.000
H -5.0234 5.1167 0.1103 -0.1 -0.1 0.0 0.000
H -5.0669 3.5432 -0.7024 -0.1 0.0 0.0 0.000
H -4.1864 5.0255 -2.3204 0.1 -0.1 -0.1 0.000
H -2.7598 4.1510 -1.7275 0.0 -0.1 0.0 0.000
N 2.3218 -1.8844 0.2703 0.9 0.4 -0.1 0.285
C 3.4454 -1.1017 0.2504 -0.6 -0.3 -0.1 0.134
C 4.7020 -1.7124 0.2724 0.7 -0.1 0.0 0.060
C 5.8404 -0.9405 0.2149 -0.4 -0.6 0.0 -0.007
C 5.7381 0.4478 0.0850 -0.1 0.2 0.1 0.158
C 4.5027 1.0706 0.0920 -0.3 -0.1 0.0 -0.061
C 3.3503 0.3014 0.2115 -0.7 0.3 0.0 0.132
S 1.8013 1.0577 0.5415 0.1 -0.1 -0.1 0.132
N 0.6854 -0.1817 -0.0129 0.6 -0.1 0.1 0.147
C 1.0273 -1.5239 0.0865 -0.9 -0.4 0.2 -0.001
C -1.3139 -2.1064 -0.0508 -0.7 -0.7 0.0 0.299
C -2.3380 -3.0430 -0.0657 0.5 0.5 0.0 -0.024
C -3.6643 -2.6515 -0.1108 -0.2 0.2 0.0 0.219
C -3.9333 -1.2816 -0.1321 0.2 -0.4 0.1 -0.047
C -2.9130 -0.3728 -0.0955 -0.6 0.4 0.0 0.208
N -1.5876 -0.7385 -0.0633 0.1 -0.3 -0.1 -0.003
H 2.4714 -2.8841 0.3603 -0.1 -0.1 0.0 -0.039
H 4.7600 -2.7903 0.3123 0.1 -0.1 0.0 -0.002
H 6.8069 -1.4193 0.2527 0.1 0.0 -0.1 0.001
H 6.6309 1.0424 -0.0116 0.1 0.1 0.0 0.005
H 4.4248 2.1429 0.0049 0.0 0.1 0.0 -0.002
H -2.0669 -4.0867 -0.0422 0.0 -0.1 0.0 -0.001
H -4.4536 -3.3827 -0.1330 -0.1 0.0 0.0 0.012
H -4.9499 -0.9251 -0.1666 -0.1 0.1 0.0 0.002
H -3.0839 0.6909 -0.0919 0.0 0.1 0.0 0.024
F 2.1849 -8.5555 0.3006 -0.2 0.0 0.2 0.000
C 2.3303 -7.7190 -0.7239 0.4 -0.3 0.0 0.000
F 1.9767 -8.3648 -1.8369 -0.2 0.1 -0.1 0.000
F 3.6490 -7.4516 -0.8293 0.0 0.1 0.0 0.000
C 1.5788 -6.4249 -0.5340 0.0 0.0 0.0 0.002
C 1.4792 -5.5637 -1.6193 -0.1 -0.1 0.1 0.002
C 0.9443 -4.3035 -1.4396 0.0 0.1 0.0 0.024
C 0.4931 -3.9026 -0.1817 0.0 -0.1 0.0 0.005
C 0.5366 -4.7969 0.8829 0.0 0.2 0.0 0.025
C 1.0922 -6.0534 0.7111 0.1 -0.2 -0.2 0.002
C 0.0595 -2.4920 -0.0150 1.0 0.1 0.1 0.057
C -0.6402 0.2134 -0.0863 0.3 1.7 0.2 0.260
H 1.8234 -5.8750 -2.5926 0.1 0.0 -0.1 0.001
H 0.8890 -3.6172 -2.2710 0.0 0.1 -0.1 -0.001
H 0.1634 -4.5062 1.8529 0.0 0.1 0.1 -0.002
H 1.1580 -6.7377 1.5415 0.0 -0.1 0.1 0.000
```
Positions in Å, forces in eV/Å.

Summary:
HOMO-LUMO gap (spin up / spin down)   0.2142 / 0.1421 hartree
Highest occupied orbital energy (spin up / spin down)   -11.92 / -13.13 eV
Net charge   +2
Multiplicity   3
LUMO level (spin up / spin down)   -6.09 / -9.26 eV

***

Molecular formula: C27H25BN2O9Sc
Method: DFT, ωB97M-V/def2-TZVPD

Geometry as XYZ:
```
65
Properties=species:S:1:pos:R:3:forces:R:3:lowdin_charge:R:1
Sc -0.4191 1.4295 0.7915 0.1 -0.3 0.7 1.018
C 1.1318 2.7545 2.3382 0.1 0.0 -0.1 -0.197
C 0.5696 1.7964 3.2090 0.0 0.0 -0.2 -0.169
C -0.8071 2.0676 3.3211 -0.1 -0.1 -0.2 -0.167
C -1.1071 3.1610 2.4950 -0.1 0.0 -0.1 -0.184
C 0.0976 3.5909 1.8813 0.0 0.1 0.0 -0.208
H 2.1585 2.7795 2.0116 0.0 0.1 0.0 0.097
H 1.1017 1.0010 3.7100 0.0 0.0 0.0 0.097
H -1.5232 1.4745 3.8679 0.0 0.0 0.0 0.108
H -2.0918 3.5638 2.3109 0.0 0.0 0.0 0.109
H 0.1940 4.3938 1.1673 0.0 0.1 0.0 0.103
C 3.5201 -1.4183 1.0819 0.0 0.0 0.0 -0.067
C 3.8865 -0.6366 -0.1750 0.0 0.1 0.0 -0.166
C 2.7387 -0.5427 -1.1983 0.0 0.1 0.0 -0.307
C 3.1522 0.3445 -2.3891 0.0 0.0 0.0 -0.164
C 2.0721 0.4552 -3.4609 0.0 0.0 0.0 -0.061
C 2.4377 -1.9431 -1.7040 0.0 0.0 -0.1 -0.435
O 3.2793 -2.6239 -2.2618 -0.1 0.1 0.1 0.080
N 1.1677 -2.3948 -1.5051 0.0 0.0 0.1 0.217
C 0.1099 -1.7436 -0.8251 -0.1 -0.1 -0.1 -0.489
O -0.9524 -2.3148 -0.7437 0.2 0.1 0.0 0.104
N 0.3798 -0.5037 -0.3146 0.0 0.2 -0.1 0.144
C 1.5455 0.0932 -0.5139 0.0 -0.1 0.0 -0.452
O 1.6606 1.2615 -0.0650 0.0 0.1 0.0 -0.045
H 4.3766 -1.4877 1.7549 0.0 0.0 0.0 0.075
H 3.2035 -2.4378 0.8422 0.0 0.0 0.0 0.083
H 2.7072 -0.9329 1.6301 0.0 0.0 0.0 0.072
H 4.7309 -1.1036 -0.6836 0.0 0.0 0.0 0.119
H 4.1706 0.3852 0.0856 0.0 0.0 0.0 0.122
H 4.0718 -0.0709 -2.8056 0.0 0.0 0.0 0.120
H 3.3830 1.3318 -1.9854 0.0 0.0 0.0 0.120
H 1.8538 -0.5193 -3.9068 0.0 0.0 0.0 0.082
H 2.3963 1.1188 -4.2650 0.0 0.0 0.0 0.076
H 1.1443 0.8640 -3.0544 0.0 0.0 0.0 0.067
H 0.9512 -3.3235 -1.8303 0.0 -0.1 -0.1 0.158
O -3.8612 -0.6297 1.8306 0.0 0.0 -0.2 0.062
C -2.6465 -0.7159 1.8071 0.3 -0.1 0.6 -0.556
O -1.8266 0.1946 1.4027 -0.4 0.0 -0.3 -0.150
C -1.9684 -1.9484 2.3839 0.0 0.1 -0.2 -0.116
C -0.6016 -1.9737 2.6162 -0.1 -0.1 0.0 -0.027
C 0.0392 -3.1081 3.1203 0.1 0.0 0.0 0.018
C -0.7531 -4.2000 3.3681 -0.2 -0.1 0.0 -0.213
O -0.3807 -5.4467 3.8224 0.1 0.0 0.0 0.017
C -1.5989 -6.1462 4.0528 0.0 0.1 0.0 -0.159
O -2.6516 -5.4161 3.4450 -0.1 0.0 -0.1 0.020
C -2.1190 -4.1775 3.1396 0.1 -0.1 0.1 -0.194
C -2.7585 -3.0706 2.6514 -0.1 0.0 0.0 0.078
H -0.0213 -1.0916 2.3961 0.0 0.0 0.0 0.087
H 1.1070 -3.1282 3.2973 0.0 0.0 0.0 0.114
H -1.7783 -6.2159 5.1331 0.0 0.0 0.0 0.132
H -1.5346 -7.1368 3.6029 0.0 0.0 0.0 0.131
H -3.8232 -3.0327 2.4599 0.1 0.0 0.0 0.132
O -1.0396 2.0259 -2.4912 0.0 0.0 0.0 0.078
B -1.3503 2.5047 -1.1815 0.1 0.0 -0.1 -0.339
O -2.2081 3.6211 -1.3583 0.0 0.1 0.1 0.102
C -2.3951 3.7986 -2.6963 0.1 -0.1 -0.1 -0.227
C -3.1430 4.7524 -3.3539 0.0 0.0 0.1 -0.004
C -3.1512 4.7008 -4.7474 0.0 0.0 -0.1 -0.113
C -2.4377 3.7284 -5.4381 0.0 0.0 -0.1 -0.112
C -1.6856 2.7662 -4.7655 0.1 -0.1 0.1 -0.003
C -1.6808 2.8251 -3.3874 -0.1 0.1 0.0 -0.227
H -3.6982 5.5016 -2.8035 0.0 0.0 0.0 0.114
H -3.7265 5.4326 -5.3023 0.0 0.0 0.0 0.092
H -2.4677 3.7162 -6.5213 0.0 0.0 0.0 0.092
H -1.1307 2.0004 -5.2936 0.0 0.0 0.0 0.114
```
Positions in Å, forces in eV/Å.

Summary:
HOMO-LUMO gap   0.3036 hartree
Highest occupied orbital energy   -5.71 eV
Net charge   -1
Multiplicity   1
LUMO level   2.56 eV

***

Molecular formula: C27H25CaI2N2OTe
Method: DFT, ωB97M-V/def2-TZVPD

Geometry as XYZ:
```
59
Properties=species:S:1:pos:R:3:forces:R:3:lowdin_charge:R:1
Ca -0.4805 0.1013 -0.8256 0.1 0.1 -0.5 1.227
I -1.5110 -5.8432 4.3760 0.0 0.1 -0.1 0.873
C -1.2261 -4.0850 3.2766 0.0 -0.1 0.1 -0.738
C -1.6249 -2.8665 3.8052 0.0 0.0 0.0 -0.220
C -1.4397 -1.7141 3.0645 0.0 0.2 -0.1 -0.618
I -2.0586 0.1371 3.8159 0.0 -0.1 0.0 0.945
C -0.8506 -1.7304 1.7878 -0.1 0.0 0.2 -0.461
O -0.6985 -0.6322 1.0868 0.2 -0.2 0.4 -0.459
C -0.4537 -2.9840 1.2777 0.0 0.2 0.0 -0.189
C 0.2071 -3.0509 -0.0719 0.0 0.0 0.0 -0.139
N -0.5634 -2.3747 -1.1574 0.0 -0.1 -0.1 -0.137
C -1.9649 -2.8111 -1.2093 0.0 0.0 0.0 -0.136
C -2.8553 -1.8684 -1.9775 -0.1 0.0 0.0 -0.251
C -3.9245 -2.3620 -2.7153 0.0 0.0 0.0 0.000
C -4.7981 -1.4772 -3.3229 0.0 0.0 0.0 -0.029
C -4.5792 -0.1150 -3.1795 0.0 0.0 0.0 -0.040
C -3.4845 0.2944 -2.4453 0.0 0.0 0.0 -0.132
N -2.6319 -0.5535 -1.8585 0.0 0.0 0.0 0.005
C -0.6483 -4.1400 2.0194 0.0 -0.1 0.0 -0.117
H -2.0832 -2.8154 4.7831 0.0 0.0 0.0 0.085
H 0.3794 -4.1025 -0.3218 0.0 0.0 0.0 0.125
H 1.1867 -2.5617 -0.0320 0.0 0.0 0.0 0.126
H -0.1188 -2.6415 -2.0309 0.0 0.0 0.0 0.109
H -2.3369 -2.8438 -0.1824 0.0 0.0 0.0 0.139
H -2.0687 -3.8220 -1.6146 0.0 0.0 0.0 0.136
H -4.0704 -3.4302 -2.8008 0.0 0.0 0.0 0.123
H -5.6387 -1.8438 -3.8965 0.0 0.0 0.0 0.121
H -5.2395 0.6146 -3.6256 0.0 0.0 0.0 0.115
H -3.2785 1.3514 -2.3141 0.0 0.0 0.0 0.113
H -0.3445 -5.0969 1.6118 0.0 0.0 0.0 0.101
C 1.8282 -0.0171 -2.9039 0.0 0.0 0.0 -0.089
C 1.9036 1.2488 -2.3308 0.0 0.0 0.0 -0.104
C 0.8762 2.1655 -2.5350 0.0 0.1 0.0 -0.133
C -0.2271 1.8147 -3.3048 0.0 0.1 0.0 -0.106
C -0.3025 0.5492 -3.8788 0.0 -0.1 0.0 -0.103
C 0.7241 -0.3657 -3.6791 0.0 0.0 0.0 -0.100
H 2.6387 -0.7216 -2.7672 0.0 0.0 0.0 0.120
H 2.7676 1.5253 -1.7395 0.0 0.0 0.0 0.120
H 0.9416 3.1542 -2.1012 0.0 0.0 0.0 0.102
H -1.0197 2.5330 -3.4729 0.0 0.0 0.0 0.119
H -1.1576 0.2793 -4.4845 0.0 0.0 0.0 0.118
H 0.6749 -1.3422 -4.1438 0.0 0.0 0.0 0.117
C 1.7382 3.8491 0.7744 -0.1 0.0 -0.1 -0.421
Te 0.0762 2.5578 1.2433 0.3 0.1 0.2 1.259
C 1.5016 1.5640 2.5070 -0.1 -0.1 -0.1 -0.409
C 2.6097 2.5559 2.7332 0.0 0.1 0.0 -0.292
C 3.5280 2.3748 3.7630 0.0 0.0 0.0 -0.033
C 4.5508 3.2874 3.9596 0.0 0.0 0.0 -0.071
C 4.6621 4.3942 3.1287 0.0 0.0 0.0 -0.072
C 3.7495 4.5815 2.1040 0.0 0.0 0.0 -0.038
C 2.7231 3.6647 1.9003 0.0 0.0 0.0 -0.298
H 1.4018 4.8817 0.7064 -0.1 0.0 0.0 0.059
H 2.1803 3.5665 -0.1825 0.0 0.0 0.0 0.036
H 1.8598 0.6595 2.0166 -0.1 0.0 0.0 0.061
H 1.0025 1.2791 3.4301 -0.1 0.0 0.0 0.032
H 3.4337 1.5182 4.4198 0.0 0.0 0.0 0.119
H 5.2545 3.1428 4.7684 0.0 0.0 0.0 0.108
H 5.4519 5.1165 3.2856 0.0 0.0 0.0 0.108
H 3.8278 5.4499 1.4606 0.0 0.0 0.0 0.117
```
Positions in Å, forces in eV/Å.

Summary:
HOMO-LUMO gap   0.2628 hartree
Highest occupied orbital energy   -9.94 eV
Net charge   +1
Multiplicity   1
LUMO level   -2.79 eV

***

Molecular formula: C27H25Cl2IrN4S2Si
Method: DFT, ωB97M-V/def2-TZVPD

Geometry as XYZ:
```
62
Properties=species:S:1:pos:R:3:forces:R:3:lowdin_charge:R:1
Ir -0.0249 0.1700 0.1519 0.5 -0.1 -1.2 0.531
S -0.1265 -1.5845 -1.7611 -0.1 1.9 2.3 0.640
C 0.4902 -2.8588 -0.6813 -1.3 1.3 -1.6 -0.779
N 0.4608 -4.1176 -1.0655 -0.1 -1.1 0.2 0.082
N -0.2468 -4.4252 -2.1343 -0.1 2.2 0.8 0.001
C -0.0547 -5.5639 -2.8587 0.3 -1.7 -0.7 -0.240
C 0.8847 -6.5298 -2.4730 -0.2 0.4 0.0 -0.019
C 1.0968 -7.6308 -3.2755 -0.1 -0.1 -0.2 -0.083
C 0.3767 -7.7958 -4.4522 0.0 0.0 0.0 -0.093
C -0.5811 -6.8584 -4.8170 0.1 -0.2 0.0 -0.087
C -0.8033 -5.7507 -4.0280 0.2 0.3 0.4 -0.024
N 1.0684 -2.5767 0.4618 2.3 0.8 1.7 0.038
N 1.2611 -1.3219 0.8249 -2.7 -2.1 -1.8 -0.156
C 2.1046 -1.1315 1.8952 1.1 0.0 1.4 -0.288
C 2.7104 0.1208 2.0535 -0.3 -0.2 -0.5 -0.105
C 3.4729 0.3934 3.1676 0.1 0.0 0.3 -0.087
C 3.6605 -0.5830 4.1345 0.1 0.0 0.0 -0.081
C 3.1435 -1.8566 3.9368 0.0 0.0 0.1 -0.077
C 2.3800 -2.1430 2.8251 -0.2 0.2 -0.3 -0.014
H -0.8397 -3.6898 -2.5422 0.2 -0.2 0.2 0.089
H 1.4343 -6.3828 -1.5577 0.1 0.0 0.1 0.104
H 1.8412 -8.3636 -2.9959 0.0 0.0 0.0 0.105
H 0.5646 -8.6489 -5.0873 0.0 -0.1 0.0 0.100
H -1.1453 -6.9866 -5.7298 0.0 0.0 0.0 0.105
H -1.5403 -5.0121 -4.3075 -0.1 0.1 -0.1 0.112
H 2.5928 0.8623 1.2728 0.0 0.0 0.1 0.076
H 3.9073 1.3761 3.2911 0.0 0.0 0.0 0.109
H 4.2238 -0.3592 5.0281 0.1 0.0 0.0 0.103
H 3.3235 -2.6271 4.6725 0.0 -0.1 0.0 0.105
H 1.9611 -3.1207 2.6483 0.0 -0.1 0.1 0.106
Cl 0.4066 2.1755 2.1145 0.0 -1.0 -0.4 0.788
C -0.1878 3.5968 1.3385 -0.5 0.7 -0.6 -0.639
C -0.1072 4.8002 2.0188 0.1 -0.1 0.1 -0.113
C -0.5847 5.9591 1.4324 0.0 -0.1 0.0 -0.082
C -1.1543 5.9058 0.1701 0.0 0.0 0.0 -0.107
C -1.2217 4.7032 -0.5055 0.1 -0.1 0.3 -0.697
Cl -1.9405 4.6409 -2.0669 -0.1 0.3 -0.2 0.682
C -0.7235 3.5133 0.0508 0.1 -0.3 0.3 -0.690
S -0.7598 2.0786 -0.9311 -0.4 -0.8 -0.5 0.539
H 0.3375 4.8159 3.0006 0.0 0.0 0.2 0.103
H -0.5161 6.8983 1.9586 0.0 0.1 0.0 0.106
H -1.5426 6.7964 -0.2964 -0.1 0.1 -0.1 0.105
C -2.6685 0.7223 2.4338 0.4 -0.5 -0.7 -0.219
Si -2.1337 -0.4838 1.0207 -0.2 -0.2 0.4 0.496
C -2.0601 -2.2362 1.8316 0.1 0.9 -0.5 -0.201
C -3.5595 -0.4553 -0.2750 0.8 0.0 0.4 -0.281
C -3.3468 -0.2013 -1.6258 0.1 0.0 0.0 -0.158
C -4.4013 -0.1391 -2.5204 0.0 0.0 -0.1 -0.085
C -5.6993 -0.3247 -2.0786 -0.1 0.0 0.0 -0.096
C -5.9318 -0.5836 -0.7386 -0.2 0.0 0.1 -0.095
C -4.8724 -0.6499 0.1500 0.1 0.0 0.1 -0.110
H -3.6454 0.4253 2.8006 -0.3 -0.1 0.0 0.018
H -2.7469 1.7474 2.0882 0.0 0.2 -0.2 0.015
H -1.9794 0.6935 3.2708 0.2 0.0 0.1 0.006
H -3.0053 -2.4309 2.3275 -0.3 0.0 0.1 0.021
H -1.2728 -2.2942 2.5764 0.2 0.1 0.2 0.013
H -1.8906 -3.0245 1.1064 0.0 -0.1 -0.2 0.010
H -2.3408 -0.0449 -1.9858 0.0 0.1 0.0 0.006
H -4.2059 0.0625 -3.5632 0.0 0.0 -0.1 0.102
H -6.5262 -0.2652 -2.7733 0.0 0.0 0.0 0.100
H -6.9428 -0.7299 -0.3838 -0.1 0.0 0.0 0.099
H -5.0702 -0.8534 1.1924 -0.1 0.0 0.2 0.094
```
Positions in Å, forces in eV/Å.

Summary:
HOMO-LUMO gap (spin up / spin down)   0.2055 / 0.2102 hartree
Highest occupied orbital energy (spin up / spin down)   -7.33 / -7.27 eV
Multiplicity   1
LUMO level (spin up / spin down)   -1.74 / -1.55 eV

***

Number 1: DFT total energy -3235.5945 hartree. Number 2: DFT total energy -2616.4948 hartree. Number 3: DFT total energy -2769.5594 hartree. Number 4: DFT total energy -3373.4711 hartree.